# 1
{"formula": "C12H30Cs4N2O4S", "method": "ωB97M-V/def2-TZVPD", "homo_energy_ev": -8.2, "charge": 2, "lumo_energy_ev": -5.5, "e_tot_ha": -1363.81998, "elements": ["Cs", "Cs", "Cs", "Cs", "S", "O", "O", "O", "O", "C", "C", "N", "C", "C", "C", "C", "H", "H", "H", "H", "H", "H", "H", "H", "H", "H", "H", "H", "H", "H", "H", "C", "C", "N", "C", "C", "C", "C", "H", "H", "H", "H", "H", "H", "H", "H", "H", "H", "H", "H", "H", "H", "H"], "coordinates": [[1.1538, -2.0780, -7.9728], [-3.4687, -4.4661, 3.3428], [-4.5992, -5.2403, -5.6977], [-4.6904, 2.2617, -5.0954], [-2.3315, -1.7194, -1.8153], [-3.5928, -2.4674, -1.7958], [-2.6441, -0.3089, -1.5213], [-1.4244, -2.1948, -0.8187], [-1.8468, -1.7716, -3.1786], [-6.0709, 0.7811, 4.0193], [-5.4539, 1.0821, 5.3617], [-5.6512, -0.0279, 6.3996], [-4.8516, 0.2738, 7.6423], [-3.3608, 0.0635, 7.4425], [-7.0467, -0.3571, 6.6837], [-7.9078, 0.7776, 7.3312], [-5.5961, -0.1245, 3.6417], [-5.9746, 1.5976, 3.3037], [-7.1160, 0.4753, 4.0690], [-4.3816, 1.1834, 5.1939], [-5.7359, 2.0911, 5.6625], [-5.0303, 1.2182, 8.1565], [-5.3147, -0.3444, 8.4113], [-3.0203, 0.6091, 6.5625], [-2.8010, 0.4401, 8.2986], [-3.0520, -0.9438, 7.1630], [-7.1751, -1.1678, 7.4009], [-7.5945, -0.7845, 5.8438], [-8.8704, 0.2909, 7.4882], [-8.1483, 1.5187, 6.5689], [-7.5561, 1.1739, 8.2837], [8.5659, -1.0116, -6.2049], [7.0697, -0.6036, -6.4430], [6.4685, 0.2715, -5.4014], [6.4107, -0.4141, -4.1444], [5.3833, 0.2550, -3.1119], [7.0407, 1.5839, -5.2539], [6.6681, 2.4325, -6.5569], [8.8949, -1.4399, -7.1517], [8.6214, -1.8359, -5.4938], [9.2806, -0.2371, -5.9268], [6.8888, -0.1676, -7.4255], [6.6175, -1.5947, -6.4794], [6.0990, -1.4344, -4.3677], [7.3792, -0.5659, -3.6678], [4.7267, -0.4882, -2.6597], [5.7627, 0.9872, -2.3991], [4.6426, 0.8178, -3.6800], [8.1211, 1.4686, -5.1672], [6.7159, 2.1067, -4.3542], [7.3045, 2.1509, -7.3958], [6.9039, 3.4837, -6.3908], [5.5882, 2.3940, -6.6993]]}

***

# 2
{"formula": "C4H7NO2", "method": "ωB97M-V/def2-TZVPD", "relative_energy_kcal_mol": 49.3, "homo_energy_ev": -9.4, "smiles": "C=CNCOC=O", "lumo_energy_ev": 1.0, "e_tot_ha": -361.80221, "elements": ["C", "C", "N", "C", "O", "C", "O", "H", "H", "H", "H", "H", "H", "H"], "coordinates": [[-1.7912, -0.4154, -1.4807], [-0.7026, 0.2558, -1.1162], [0.5542, -0.3447, -0.8402], [1.4818, 0.4053, -0.1240], [0.6460, 1.0076, 1.2380], [0.3280, 0.0220, 2.0068], [0.8666, -1.0722, 2.1029], [-1.7528, -1.4850, -1.6565], [-2.7221, 0.1209, -1.5572], [-0.7309, 1.3017, -0.8310], [0.3886, -1.1726, -0.2708], [2.1988, -0.1542, 0.4521], [1.8121, 1.3452, -0.5534], [-0.5764, 0.1856, 2.6302]]}

***

# 3
{"formula": "C8F24HfN3O18S8", "method": "ωB97M-V/def2-TZVPD", "relative_energy_kcal_mol": 1.5, "homo_energy_ev": -8.3, "charge": -1, "lumo_energy_ev": 1.5, "e_tot_ha": -7453.96629, "elements": ["Hf", "C", "F", "F", "F", "S", "O", "O", "O", "C", "F", "F", "F", "S", "O", "O", "O", "C", "F", "F", "F", "S", "O", "O", "N", "S", "O", "O", "C", "F", "F", "F", "C", "F", "F", "F", "S", "O", "O", "N", "S", "O", "O", "C", "F", "F", "F", "C", "F", "F", "F", "S", "O", "O", "N", "S", "O", "O", "C", "F", "F", "F"], "coordinates": [[-0.2422, -0.0647, 0.0349], [-2.3234, -4.1963, -0.0523], [-1.0910, -4.5997, -0.3390], [-2.8996, -3.7591, -1.1746], [-3.0191, -5.2263, 0.4107], [-2.2776, -2.8712, 1.2335], [-1.6600, -3.4898, 2.3662], [-1.4131, -1.8202, 0.5729], [-3.6316, -2.4337, 1.3612], [-3.4591, 1.3080, -2.6863], [-4.5621, 0.8166, -3.2339], [-2.6018, 1.6454, -3.6335], [-3.7692, 2.3511, -1.9386], [-2.7140, 0.0017, -1.5987], [-3.5928, -1.0883, -1.6201], [-1.2961, -0.2457, -2.0017], [-2.4348, 0.6249, -0.2789], [3.6961, -2.2843, 0.1978], [4.0344, -2.0802, -1.0625], [4.1623, -3.4417, 0.6157], [4.1364, -1.2876, 0.9237], [1.8173, -2.3027, 0.3262], [1.3386, -3.5866, 0.5618], [1.4631, -1.2425, 1.2750], [1.1397, -1.5333, -1.0128], [1.0588, -2.6679, -2.2147], [2.0585, -3.6760, -2.1685], [-0.2989, -3.0709, -2.3427], [1.4002, -1.6298, -3.6989], [0.8186, -2.1951, -4.7441], [0.8825, -0.4068, -3.5282], [2.6994, -1.5171, -3.9063], [0.9154, 0.8232, 4.4044], [0.6862, 0.7075, 5.7002], [1.1429, 2.0986, 4.0929], [1.9761, 0.1169, 4.0476], [-0.5762, 0.0943, 3.5275], [-0.1783, -1.2396, 3.2931], [-1.7156, 0.3054, 4.3377], [-0.6535, 0.9102, 2.0084], [-1.5107, 2.3092, 2.2921], [-1.3537, 2.8677, 3.5915], [-1.1944, 3.1874, 1.2156], [-3.3330, 1.8269, 2.2489], [-3.8959, 2.3877, 1.1850], [-3.4772, 0.5195, 2.1976], [-3.9242, 2.2902, 3.3410], [1.0988, 2.9969, -3.1882], [2.1300, 2.2521, -3.5321], [1.3908, 4.2754, -3.3647], [0.0324, 2.6915, -3.8964], [0.6313, 2.7936, -1.3533], [0.7776, 4.0431, -0.7261], [-0.7339, 2.3171, -1.2782], [1.3786, 1.4309, -0.6406], [2.9670, 1.8098, -0.5268], [3.7478, 0.6545, -0.8522], [3.3580, 3.0315, -1.1174], [3.1945, 2.0763, 1.2623], [2.2708, 2.9232, 1.7068], [3.0285, 0.9154, 1.8989], [4.4004, 2.5533, 1.4815]]}

***

# 4
{"formula": "H8O4", "method": "ωB97M-V/def2-TZVPD", "relative_energy_kcal_mol": 10.6, "s2": 0.75, "homo_energy_ev": [0.9, -7.2], "charge": -1, "lumo_energy_ev": [4.1, 3.9], "multiplicity": 2, "e_tot_ha": -305.71769, "elements": ["O", "H", "H", "O", "H", "H", "O", "H", "H", "O", "H", "H"], "coordinates": [[22.0230, 12.8211, -0.6283], [22.0415, 12.2849, 0.1644], [22.8988, 13.2041, -0.6794], [22.1323, 16.7864, 0.7674], [21.4592, 17.4406, 0.5800], [21.9248, 16.4741, 1.6481], [23.2253, 13.5886, 3.1856], [22.3061, 13.5968, 2.9187], [23.3510, 14.4221, 3.6391], [20.7979, 13.8708, 1.8074], [21.2775, 13.6887, 0.9993], [19.9894, 14.2928, 1.5168]]}

***

# 5
{"formula": "C18H18BBeBr2N5O3S2", "method": "ωB97M-V/def2-TZVPD", "homo_energy_ev": -7.7, "lumo_energy_ev": 0.4, "e_tot_ha": -7180.34583, "elements": ["Be", "C", "N", "C", "C", "N", "B", "N", "C", "C", "N", "C", "C", "S", "C", "S", "H", "H", "H", "H", "H", "H", "H", "H", "H", "H", "H", "H", "C", "C", "C", "C", "C", "C", "Br", "C", "C", "Br", "C", "O", "C", "N", "H", "H", "H", "H", "H", "H", "O", "O"], "coordinates": [[-0.0601, -0.4420, 0.0501], [1.0378, 3.4712, -0.2520], [2.2210, 2.7193, -0.6491], [2.8417, 2.8219, -1.8767], [3.8809, 1.9574, -1.8680], [3.8889, 1.3148, -0.6579], [4.8198, 0.1486, -0.2173], [3.9778, -1.1781, -0.0712], [4.5481, -2.2506, 0.5768], [3.6406, -3.2515, 0.6243], [2.5111, -2.7841, -0.0023], [1.2775, -3.5246, -0.2097], [2.7325, -1.5206, -0.4208], [1.5713, -0.6173, -1.3332], [2.8677, 1.7797, 0.0548], [2.4966, 1.1964, 1.6647], [0.9272, 4.2995, -0.9471], [1.1668, 3.8545, 0.7566], [0.1548, 2.8354, -0.2795], [2.4860, 3.4983, -2.6307], [4.6135, 1.7360, -2.6200], [5.6756, 0.0094, -1.0520], [5.2664, 0.3964, 0.8783], [5.5504, -2.1988, 0.9571], [3.6913, -4.2391, 1.0423], [1.4733, -4.5759, -0.0160], [0.9400, -3.3872, -1.2350], [0.4889, -3.1705, 0.4539], [-2.7035, 2.9597, 1.3452], [-3.4499, 1.7164, 0.9550], [-4.8558, 1.6291, 1.0931], [-5.4971, 0.4890, 0.7083], [-4.7513, -0.5949, 0.1958], [-5.3053, -1.8220, -0.2510], [-7.1796, -2.1115, -0.1953], [-4.5043, -2.8073, -0.7405], [-3.1079, -2.6236, -0.7875], [-2.0676, -4.0423, -1.4806], [-2.4962, -1.4731, -0.3502], [-1.2017, -1.3172, -0.3768], [-3.3524, -0.4232, 0.1277], [-2.7393, 0.7254, 0.4850], [-3.3674, 3.7194, 1.7532], [-2.1891, 3.3716, 0.4756], [-1.9387, 2.7128, 2.0819], [-5.4112, 2.4679, 1.4907], [-6.5724, 0.4022, 0.7888], [-4.9264, -3.7368, -1.0928], [0.0416, 0.3973, 1.3172], [0.8880, 1.4625, 1.7371]]}

***

# 6
{"formula": "C38H51N8OP", "method": "ωB97M-V/def2-TZVPD", "homo_energy_ev": -8.2, "smiles": "c1cc[nH]c1.c1cc[nH]c1.c1cc[nH]c1.c1cc[nH]c1.c1cc[nH]c1.c1cc[nH]c1.c1cc[nH]c1.c1cc[nH]c1.C#CPOCCCC", "lumo_energy_ev": 0.2, "e_tot_ha": -2333.04368, "elements": ["C", "C", "C", "N", "C", "H", "H", "H", "H", "H", "C", "C", "C", "N", "C", "H", "H", "H", "H", "H", "C", "C", "C", "N", "C", "H", "H", "H", "H", "H", "C", "C", "C", "N", "C", "H", "H", "H", "H", "H", "C", "C", "C", "N", "C", "H", "H", "H", "H", "H", "C", "C", "C", "N", "C", "H", "H", "H", "H", "H", "C", "C", "C", "N", "C", "H", "H", "H", "H", "H", "C", "C", "C", "N", "C", "H", "H", "H", "H", "H", "C", "C", "P", "O", "C", "C", "C", "C", "H", "H", "H", "H", "H", "H", "H", "H", "H", "H", "H"], "coordinates": [[1.5610, 1.2644, 1.3612], [2.2687, 0.2848, 0.6142], [2.7846, -0.6149, 1.5087], [2.4199, -0.2147, 2.7652], [1.6708, 0.9261, 2.6847], [1.0327, 2.1185, 0.9714], [2.3848, 0.2460, -0.4570], [3.3786, -1.5008, 1.3599], [2.6664, -0.6852, 3.6165], [1.2846, 1.3982, 3.5719], [6.0500, 1.3623, 6.1381], [4.8955, 1.7879, 5.4237], [4.9926, 1.2831, 4.1544], [6.1598, 0.5749, 4.0737], [6.8080, 0.6143, 5.2786], [6.2971, 1.5786, 7.1636], [4.0873, 2.3942, 5.7990], [4.3375, 1.3681, 3.3051], [6.4898, 0.0992, 3.2548], [7.7486, 0.1101, 5.4190], [7.3339, -1.0657, -1.1978], [6.2151, -0.6977, -1.9944], [6.4299, -1.1947, -3.2518], [7.6347, -1.8444, -3.2465], [8.1901, -1.7739, -1.9979], [7.4911, -0.8364, -0.1571], [5.3527, -0.1332, -1.6805], [5.8334, -1.1415, -4.1455], [8.0472, -2.3021, -4.0372], [9.1422, -2.2306, -1.7884], [-4.2274, 0.6846, -5.0090], [-5.3161, -0.1750, -4.6998], [-5.5172, -0.1144, -3.3469], [-4.5894, 0.7436, -2.8256], [-3.8030, 1.2351, -3.8326], [-3.8044, 0.8719, -5.9817], [-5.8834, -0.7721, -5.3944], [-6.2325, -0.6083, -2.7110], [-4.4968, 0.9730, -1.8532], [-3.0102, 1.9325, -3.6218], [-5.7962, 0.1916, 2.4968], [-5.3953, -1.0459, 1.9232], [-4.3735, -0.7812, 1.0530], [-4.1427, 0.5698, 1.0751], [-5.0042, 1.1683, 1.9573], [-6.5757, 0.3448, 3.2239], [-5.8102, -2.0183, 2.1279], [-3.7925, -1.4322, 0.4216], [-3.4481, 1.0481, 0.5320], [-4.9776, 2.2321, 2.1227], [-7.6205, 5.3453, -2.8015], [-6.9159, 4.3632, -3.5502], [-6.4188, 3.4488, -2.6611], [-6.7946, 3.8429, -1.4032], [-7.5297, 4.9952, -1.4816], [-8.1356, 6.2083, -3.1890], [-6.7893, 4.3321, -4.6194], [-5.8327, 2.5547, -2.8119], [-6.5676, 3.3602, -0.5537], [-7.9224, 5.4634, -0.5953], [-5.2071, -6.0244, -3.0907], [-4.6888, -4.7251, -2.8367], [-5.2165, -3.8844, -3.7799], [-6.0292, -4.6247, -4.5939], [-6.0322, -5.9287, -4.1785], [-4.9983, -6.9244, -2.5369], [-4.0074, -4.4418, -2.0514], [-5.0832, -2.8291, -3.9410], [-6.5442, -4.2663, -5.3757], [-6.6180, -6.6721, -4.6913], [7.1704, 1.7183, 11.0548], [7.6949, 3.0137, 11.3128], [7.1604, 3.8631, 10.3816], [6.3368, 3.1319, 9.5700], [6.3344, 1.8250, 9.9762], [7.3825, 0.8137, 11.5994], [8.3849, 3.2890, 12.0926], [7.2948, 4.9197, 10.2264], [5.8150, 3.4980, 8.7956], [5.7407, 1.0871, 9.4639], [3.1902, -1.8948, -3.6964], [2.7579, -0.9264, -4.2555], [1.6038, 0.3422, -4.8396], [0.7749, 0.7969, -3.4955], [-0.4753, 0.0667, -3.2228], [-0.1119, -1.1998, -2.4491], [-1.0052, -2.4491, -2.6477], [-1.5678, -2.6839, -4.0674], [3.5876, -2.7497, -3.2370], [0.6909, -0.4438, -5.5969], [-1.0490, 0.7360, -2.5945], [-0.9382, -0.0943, -4.1884], [-0.1782, -0.9377, -1.3952], [0.9115, -1.5082, -2.6003], [-1.8227, -2.5117, -1.9364], [-0.3725, -3.3045, -2.4260], [-2.6168, -2.4050, -4.0504], [-1.5366, -3.7360, -4.3276], [-1.0692, -2.1147, -4.8444]]}

***

# 7
{"formula": "C26H21FMnN4O4S", "method": "ωB97M-V/def2-TZVPD", "s2": 0.84, "homo_energy_ev": [-14.1, -14.1], "charge": 2, "lumo_energy_ev": [-7.5, -6.7], "multiplicity": 2, "e_tot_ha": -3171.98347, "elements": ["Mn", "N", "C", "C", "C", "C", "C", "C", "N", "C", "C", "C", "S", "C", "N", "H", "H", "H", "H", "H", "H", "H", "C", "C", "C", "C", "C", "C", "C", "F", "C", "C", "C", "O", "C", "C", "N", "C", "C", "O", "O", "H", "H", "H", "H", "H", "H", "H", "H", "H", "H", "H", "C", "C", "O", "H", "H", "H"], "coordinates": [[0.3828, -0.9818, 1.4927], [-0.4935, -2.0585, 5.2864], [0.2775, -0.9731, 5.7262], [0.5597, -0.4938, 7.0010], [1.3457, 0.6364, 7.0615], [1.8226, 1.2753, 5.9000], [1.5345, 0.7914, 4.6434], [0.7591, -0.3620, 4.5740], [0.3000, -1.0882, 3.4749], [-0.4407, -2.0649, 3.9502], [-1.0624, -2.9535, 2.9759], [-1.8341, -4.0563, 3.0810], [-2.2587, -4.6047, 1.5182], [-1.3254, -3.3961, 0.8080], [-0.7803, -2.5788, 1.6735], [-0.9914, -2.7146, 5.8660], [0.1846, -0.9715, 7.8960], [1.5948, 1.0538, 8.0277], [2.4181, 2.1724, 6.0014], [1.8701, 1.3077, 3.7540], [-2.1921, -4.5558, 3.9677], [-1.2130, -3.2874, -0.2610], [-1.5098, 4.0450, -3.5739], [-1.5692, 2.6354, -4.1346], [-0.8171, 2.5014, -5.4424], [-0.9437, 1.0928, -5.9863], [-0.4419, 0.0976, -4.9764], [0.0822, -1.1100, -5.3662], [0.5535, -2.0198, -4.4184], [1.0522, -3.1743, -4.8566], [0.5257, -1.7614, -3.0828], [-0.0087, -0.5337, -2.6573], [-0.0796, -0.2249, -1.2521], [0.3633, -1.0960, -0.4097], [-0.6366, 0.9886, -0.8735], [-1.0801, 1.8681, -1.8590], [-1.0147, 1.6187, -3.1472], [-0.4858, 0.3913, -3.5967], [-0.7964, 1.4338, 0.5118], [-1.2128, 2.4993, 0.8455], [-0.4658, 0.5189, 1.5013], [-1.7230, 4.7379, -4.3866], [-0.5150, 4.2797, -3.1890], [-2.2484, 4.2352, -2.7962], [-2.6094, 2.3404, -4.2908], [0.2337, 2.7645, -5.2838], [-1.2292, 3.2254, -6.1437], [-0.3943, 0.9732, -6.9187], [-1.9939, 0.8812, -6.2094], [0.1411, -1.3695, -6.4165], [0.9102, -2.4748, -2.3691], [-1.5021, 2.8133, -1.5534], [3.4418, 0.0106, 1.2940], [2.2713, -0.8617, 1.4566], [2.0895, -2.0440, 1.4997], [4.3115, -0.4915, 1.7182], [3.2722, 0.9893, 1.7314], [3.5713, 0.1237, 0.2128]]}

***

# 8
{"formula": "C3H9NO", "method": "ωB97M-V/def2-TZVPD", "relative_energy_kcal_mol": 58.8, "homo_energy_ev": -7.8, "smiles": "C=C(C)N.O", "lumo_energy_ev": 0.7, "e_tot_ha": -249.62005, "elements": ["C", "C", "C", "N", "H", "H", "H", "H", "H", "H", "H", "O", "H", "H"], "coordinates": [[-0.7286, -1.3264, -1.5786], [-0.3756, -0.7116, -0.3525], [0.7753, -1.4766, 0.4125], [-0.8031, 0.4442, 0.2422], [-1.3138, -0.7215, -2.3715], [-0.2146, -2.1330, -1.9303], [1.9323, -1.0384, 0.4963], [0.8495, -2.4034, -0.3309], [0.3520, -1.9292, 1.3378], [-0.1496, 0.8134, 0.8386], [-1.4139, 1.0801, -0.3121], [0.2231, 2.9927, 1.4837], [-0.2350, 3.2683, 0.7635], [1.1023, 3.1414, 1.3013]]}

***

# 9
{"formula": "C10H13N3", "method": "ωB97M-V/def2-TZVPD", "relative_energy_kcal_mol": 69.4, "homo_energy_ev": -7.5, "lumo_energy_ev": 0.5, "e_tot_ha": -553.00698, "elements": ["C", "C", "C", "C", "C", "C", "C", "C", "C", "C", "H", "H", "H", "H", "H", "H", "H", "H", "H", "H", "H", "H", "H", "N", "N", "N"], "coordinates": [[-3.8834, -1.4877, -0.3658], [-2.4659, -0.8116, -0.5013], [-1.8964, -0.3040, 0.7972], [-0.3735, 1.5287, -0.0037], [1.5052, 0.7713, -0.0430], [2.9286, 0.5511, -0.1731], [3.3994, -0.7169, -0.2024], [2.4831, -1.8456, -0.1170], [1.1498, -1.7036, 0.3298], [0.7288, -0.3459, 0.2696], [-4.7988, -0.6672, -0.3477], [-4.0127, -2.0425, -1.3779], [-4.0612, -2.4186, 0.3582], [-1.7708, -1.4874, -1.0703], [-2.7012, 0.1795, -1.0463], [-2.4491, 0.6438, 1.3247], [-1.8099, -1.1797, 1.4458], [-2.5324, 1.9888, -0.0262], [-1.1161, 3.3378, -0.6543], [3.5026, 1.4810, -0.0162], [4.3926, -1.0851, -0.4900], [3.2499, -2.7979, -0.3599], [0.3605, -2.3975, 0.5201], [-0.5461, 0.2248, 0.4902], [-1.4238, 2.4750, -0.0034], [0.8688, 1.9615, -0.2300]]}